Entry 1:
ORCA calculation (the ωB97M-V functional and the def2-TZVPD basis) on 4 unconnected molecules or ions with the total composition C18H23BF24O3Si in a non-equilibrium geometry.

Each line ends with the Mulliken charge.
Positions of all 70 atoms, in Å:
H 4.94400 -4.75090 2.79491  0.374
F 5.02621 1.20653 1.97244  -0.342
C 6.91476 0.84829 3.26516  0.070
H -9.61528 -0.72170 -3.03147  0.388
C -3.13924 -1.33944 -1.36560  0.973
F -4.76312 0.25025 -1.95070  -0.315
F 11.23002 1.76141 0.91465  -0.264
F 9.66228 3.86136 0.19866  -0.304
H -1.63964 -2.18824 -2.71479  0.319
C 6.38574 1.20713 1.87378  1.050
C -11.15993 1.85022 -1.38402  0.086
F -7.84731 2.50446 -0.78080  -0.247
C 4.26450 -4.14253 3.34687  -1.171
O -8.19633 0.63978 -2.82722  -0.327
F 0.87596 1.54108 -1.05981  -0.267
H 0.52274 0.28118 0.45695  0.208
H 9.99341 1.48340 -0.63587  0.261
Si 3.24840 -2.93799 2.31035  0.218
H -10.07289 0.82654 -3.69265  0.311
H 1.09523 -3.01638 1.09185  0.033
H 3.60319 -4.78622 3.88914  0.319
F -2.68543 0.73614 -2.43895  -0.220
F -9.54485 0.38659 -0.48579  -0.261
F -10.35075 2.92712 -1.40899  -0.216
F -0.24778 -0.28562 -2.70689  -0.302
C -10.36486 0.55255 -1.54159  0.885
F 6.47699 -0.38716 3.61858  -0.246
H 1.91562 -4.50770 0.93153  0.337
H -11.90848 1.94001 -2.17655  0.293
O 7.84769 2.66405 0.41812  -0.399
H 4.79340 -3.58290 4.07722  0.359
H -3.71578 -0.69829 -3.36270  0.296
H 4.76536 -2.90420 0.28163  0.404
H 5.90970 2.89803 0.72524  0.413
C -7.00966 2.45379 -1.83642  0.571
C 0.10898 -0.63149 -1.45869  0.692
F -4.12224 -2.28088 -1.40155  -0.324
H 2.54553 -0.31661 3.04370  -0.150
F -11.79396 1.82241 -0.18781  -0.268
H 1.05879 -4.15700 2.38592  0.386
C 9.97382 1.58772 0.45051  0.181
F -11.29744 -0.44077 -1.50689  -0.329
C -1.82316 -2.08492 -1.64677  -0.870
C -3.57643 -0.26972 -2.36689  0.057
B 2.79146 -1.39211 3.50328  0.367
C 9.13704 2.80339 0.84583  0.798
F 9.46397 0.46873 0.99687  -0.213
C -9.57836 0.34900 -2.84853  -0.741
H -1.98242 -3.08803 -1.25995  0.423
O -0.67006 -1.63873 -0.96452  -0.312
H 6.86263 3.33017 2.12063  0.334
F -6.59130 3.71275 -2.10277  -0.271
F -1.13568 1.04170 -0.35130  -0.230
F 1.37307 -1.09161 -1.50440  -0.311
H 3.46191 -1.75398 0.20340  0.035
F 6.72261 0.25581 0.98141  -0.280
C 1.68146 -3.73675 1.62540  -0.905
C -7.72930 1.90120 -3.06374  0.846
F 9.21233 3.05302 2.16281  -0.283
F -3.11168 -0.81627 -0.12387  -0.265
C 4.18406 -2.20967 0.84100  -0.223
C 0.11390 0.56908 -0.51409  0.324
H 2.80306 -1.50702 4.69201  -0.080
H 4.78604 -1.41077 1.19228  -0.258
H 6.55723 1.56576 4.00934  0.277
C 6.76472 2.59487 1.32397  -0.839
H -6.15404 1.83213 -1.58307  -0.027
F -6.81127 1.81080 -4.04747  -0.306
F -8.70052 2.72736 -3.48885  -0.294
F 8.26137 0.82980 3.27651  -0.228

Summary:
SMILES: FC(F)C(F)(F)COC(F)(F)C(F)F.FC(F)C(F)(F)COC(F)(F)C(F)F.FC(F)C(F)(F)COC(F)(F)C(F)F.B[Si](C)(C)C
2S+1: 1
HOMO, eV: -9.61


Entry 2:
ORCA calculation (the ωB97M-V functional and the def2-TZVPD basis) on 2 unconnected molecules or ions with the total composition C4H13NO2S in a non-equilibrium geometry.

Each line ends with the Mulliken charge.
Positions of all 21 atoms, in Å:
C 0.82026 0.27480 1.18132  -0.239
C 0.75614 -1.93533 -0.00444  -0.736
S 0.48686 -3.12653 1.41485  -0.243
H 0.29192 -2.50405 -0.80799  0.422
H 0.74367 0.33992 -2.74729  0.335
O 0.00781 1.19900 1.91772  -0.562
O -2.11932 2.16064 0.42433  -0.704
N -0.38636 0.02336 -1.02409  -0.186
H -0.67327 1.57175 1.32330  0.384
H 1.81649 -1.81447 -0.22223  0.347
C 0.55333 0.83316 -1.79474  -0.971
H -1.00838 -0.51517 -1.60183  0.260
H -0.94550 -0.70768 0.74490  0.293
H 0.13953 1.80299 -2.08456  0.261
H -1.78433 2.62300 -0.36020  0.324
H 1.48405 0.99477 -1.26623  0.301
H -2.50018 1.35494 0.05352  0.341
H 1.55860 0.90579 0.68777  0.201
H -0.48128 -2.42524 2.01301  0.129
C 0.01484 -0.62832 0.23957  -0.303
H 1.22511 -0.42733 1.91331  0.346

Summary:
SMILES: CN[C@H](CO)CS.O
2S+1: 1
Relative energy (zero: lowest compared OMol25 entry of this formula, charge and spin), eV: 1.028
HOMO, eV: -8.88


Entry 3:
ORCA calculation (the ωB97M-V functional and the def2-TZVPD basis) on a molecular structure, C17H30AlN2O in a non-equilibrium geometry.

Each line ends with the Mulliken charge.
Positions of all 51 atoms, in Å:
H 1.25611 -3.14844 -1.73557  0.287
H -4.83207 0.15320 -2.04279  0.336
C 3.63954 0.26038 -0.69990  -0.142
H 0.86851 -3.55379 0.00489  0.306
H 5.28044 1.43957 1.45105  0.380
C -2.82627 -0.91608 1.07020  -0.570
C -2.95592 -0.62600 -1.27242  -0.619
H 5.34830 -1.76732 2.58764  0.399
C 3.10525 0.12505 0.57423  0.466
H -2.10295 1.77109 0.98511  0.575
H 5.66536 -1.15175 0.93266  0.348
H -1.98812 1.90406 -0.79518  0.340
C 1.56989 1.20376 -1.56016  0.303
H -4.18824 2.22221 0.89833  0.352
H -2.62767 -0.04379 -2.13730  0.442
C 4.87876 -1.39608 1.66356  -1.511
H -4.94826 -1.36494 1.36266  0.387
H -2.81766 -1.96617 0.81042  0.549
H -4.40585 -0.01354 2.26383  0.321
H 3.34903 0.81043 -2.73170  0.548
H 4.39296 -2.25131 1.22357  0.393
H 3.99832 1.78637 2.62608  0.377
H 0.23996 1.90775 -0.04938  1.017
C 0.99573 2.14851 -2.54783  -1.342
H -5.04347 -1.32290 -1.11622  0.351
O -0.28870 -2.14483 -0.84926  -0.015
C -4.48279 -0.43221 -1.12450  -0.774
H -4.38573 2.15802 -0.91494  0.386
H -2.61227 -1.64584 -1.42408  0.619
C 1.78445 0.62019 0.85294  -1.581
H 5.35999 0.81841 3.13868  0.421
Al -0.24001 -0.68658 0.00620  -0.315
C -2.45271 1.34697 0.04344  -0.395
C 3.91250 -0.22914 1.81039  0.268
H -2.18394 -0.77174 2.00908  0.519
N -2.19227 -0.14460 -0.08014  0.770
H 1.48382 0.71899 1.85276  0.774
H 0.36721 1.66838 -3.30298  0.303
N -4.73136 0.37100 0.08216  -0.036
H 3.17008 -0.45541 2.60959  0.302
C -4.27647 -0.51125 1.30458  -0.804
C 4.69590 1.03661 2.28769  -1.352
C 0.49554 -3.30648 -0.98190  -0.671
C -4.00128 1.63802 0.01149  -0.897
H 4.66532 -0.06559 -0.95990  0.411
H 0.36864 2.89051 -1.95296  0.322
H 1.81143 2.62267 -3.07643  0.505
C 0.94023 1.08105 -0.24126  0.454
H -0.16497 -4.12544 -1.26540  0.307
C 2.85709 0.72430 -1.75969  -1.169
H -5.75139 0.61369 0.15868  0.354

Summary:
2S+1: 1
Charge: +3
Relative energy (zero: lowest compared OMol25 entry of this formula, charge and spin), eV: 0.000
HOMO, eV: -18.48


Entry 4:
ORCA calculation (the ωB97M-V functional and the def2-TZVPD basis) on 9 unconnected molecules or ions with the total composition C30H85N7O9 in a non-equilibrium geometry.

Each line ends with the Mulliken charge.
Positions of all 131 atoms, in Å:
H 0.88147 0.98632 -3.50568  0.158
C 1.81188 3.24270 3.88770  -1.972
H -3.45436 -1.58658 -2.34805  0.029
C 0.53140 1.92066 -3.93417  -0.747
H -7.09171 0.91245 -4.15607  0.326
O 6.70998 -2.18850 2.86201  -0.376
H -6.38032 -1.89649 -3.40673  0.380
C -4.96822 3.09688 -0.45102  -0.832
C 1.28115 -0.29811 0.24498  1.798
H -3.35636 -0.02264 3.88236  0.572
H -3.71249 2.33410 -2.57900  0.076
C -5.33591 -1.79763 -3.64149  0.338
C -2.50614 -0.56340 3.48863  0.096
N 3.29729 1.67566 2.55309  -0.491
H -6.79973 3.03687 2.22154  0.253
H -1.53678 -3.43987 -2.02690  0.332
O 4.21039 -1.48598 -3.18563  -0.235
H 4.57704 0.42092 -3.46166  0.396
H -4.32045 2.69143 2.87465  0.578
C 6.09918 -3.18318 1.94924  -0.607
N -3.58401 -2.69376 3.31034  -0.730
H -5.67131 -0.67909 -5.34273  0.269
H -0.13357 1.35226 0.52876  0.296
C 8.11517 -2.15265 2.73350  -0.782
C -4.23696 2.56660 1.80781  -1.213
H -6.03464 -3.35535 -4.84553  0.264
H -7.16682 3.75941 0.79936  0.257
H -5.07430 4.49545 1.19593  0.368
H -4.92318 -1.24810 -1.48020  0.323
H 0.10901 -1.59237 1.34315  -0.266
H 2.85615 -4.05637 1.33308  0.324
H 2.18406 0.28931 0.52678  -0.376
H 1.95353 -0.89696 -1.74092  0.271
N 0.95841 -1.01807 1.43899  0.285
H 2.63257 -2.08426 -4.27806  0.260
H -0.38033 1.94569 4.51447  0.202
H -4.35951 -3.07832 -4.86507  0.230
H 7.08582 -1.52763 -0.58104  0.170
H -2.14506 1.06387 0.51231  -0.555
C 3.43584 -1.34705 -4.31392  -0.762
H 8.50040 -1.51949 1.93567  0.267
C -4.51800 -1.85261 -2.30358  -0.978
C 0.21591 0.70204 -0.26210  -0.908
H 0.84132 -2.02362 -0.97271  -0.189
C -2.48210 -2.02691 3.91121  0.187
H 0.70451 4.10257 -0.70007  0.302
H 5.70733 -2.38430 -1.25170  0.135
O -0.89887 0.00404 -0.82223  -0.322
H 3.20378 0.82066 3.11541  0.260
H -2.61894 -2.09054 5.00253  0.352
C -5.21691 3.43208 1.01217  0.571
H 3.24468 -1.54222 1.82799  -0.273
C 3.91981 -4.15313 1.22980  -1.400
O -1.30672 0.05890 4.11878  -0.423
H -1.45741 -1.73222 -0.57917  0.145
C 1.92580 3.33280 1.49271  -1.167
H 0.70060 1.23668 -1.08329  0.202
O -3.62701 3.47010 -0.78717  -0.340
H -3.18609 2.79348 1.57486  0.010
H -6.31793 1.99479 -2.88668  0.141
H 2.45048 -2.00208 -0.40239  0.283
H -2.28642 -4.36961 -0.75031  0.296
C -5.00776 -0.57157 -4.48773  -0.902
H 5.23129 0.82158 -0.23837  0.283
H 4.76928 -1.06522 2.13417  0.275
H 3.98091 2.23570 3.08649  0.281
H -6.70381 0.30672 -2.52075  0.302
C -1.09751 -2.64403 3.53571  -0.791
H -0.49221 5.02209 0.18891  0.259
C 6.45734 -1.64398 -1.46162  -1.152
H 2.95617 -0.32895 -4.41505  0.198
H -0.51782 -3.95797 -0.66268  0.221
H -1.24012 1.82142 2.98723  0.014
C 1.69138 -1.35892 -0.80824  -1.318
C -6.38142 0.99125 -3.30436  -0.671
H -2.53835 3.77075 -2.41220  0.197
H -2.32152 1.56998 -1.18013  -0.540
H 1.27143 2.70085 -3.92158  0.307
H -1.00265 -2.81413 2.45969  -0.179
N 4.81712 0.17136 -0.89164  -0.256
H -4.45074 -2.20700 3.40591  0.295
N 4.20848 -1.75818 1.63753  0.031
H 0.63674 -0.40560 2.18109  0.064
C 5.80631 -0.31813 -1.86800  0.394
H -3.93374 -0.53895 -4.81218  0.284
H -2.17133 1.89032 4.54664  0.439
H -2.35787 -0.48234 2.40852  -0.371
H -1.22574 1.69637 -3.04818  0.210
H 4.20204 -3.97321 0.19414  0.185
O 0.54013 3.69195 1.35598  -0.266
H -4.26884 4.02343 -2.70806  0.375
O -5.10584 0.63636 -3.74992  -0.176
C -1.52605 -3.61931 -0.94238  -0.820
H -3.38475 -2.76113 2.31626  0.245
N -6.59415 3.04458 1.22045  -0.724
H 0.75290 3.49191 3.83467  0.412
H 8.49628 -1.83798 3.69317  0.277
C 4.60267 -3.11015 2.09630  0.502
H -0.35631 -1.85451 3.87846  0.208
H 4.35033 -3.33848 3.13404  0.325
C -1.26552 1.52047 4.04292  -0.476
H 0.34091 1.91165 -4.99411  0.398
H -2.90818 -0.08538 -0.69589  -0.383
O -0.59926 2.43196 -3.15495  -0.387
C -2.16684 0.69312 -0.52796  1.686
H -4.65779 -2.84695 -1.88972  0.473
H 1.88318 2.67150 4.80023  0.456
H -0.90455 -3.64710 3.96058  0.403
H -5.64865 3.65452 -1.07157  0.503
H 6.41878 -2.93038 0.93914  -0.059
C -3.55045 3.37346 -2.19946  -0.473
H -4.37682 1.50523 1.57469  0.303
H 4.17515 -5.15808 1.49258  0.467
H -5.07991 2.03046 -0.58657  0.179
H 8.52559 -3.13543 2.45716  0.336
C 2.04283 2.40975 2.64116  2.561
C 5.17423 -0.47218 -3.21072  -0.979
H 7.06363 -2.06214 -2.27395  0.493
H 2.17670 2.86279 0.52224  0.298
H 3.99936 -1.50639 -5.23814  0.376
H 6.54995 0.51499 -1.92146  0.440
H 1.28981 1.60842 2.53691  -1.631
N -5.20790 -3.09902 -4.30561  -0.655
O -1.91216 -2.48675 -0.22574  -0.175
C 0.49121 4.57230 0.25232  -0.880
H 6.49331 -4.13257 2.31642  0.522
H 5.96540 -0.59937 -3.97251  0.403
H 2.42523 4.16450 3.93681  0.379
H 2.53279 4.22745 1.59086  0.784
H 4.39438 -0.55202 -0.30113  -0.179
H 1.18700 5.41471 0.35860  0.342

Summary:
SMILES: COC[C@H](C)N.COC[C@H](C)N.COC[C@H](C)N.COC[C@H](C)N.COC[C@H](C)N.COC[C@H](C)N.COC[C@H](C)N.CO.CO
2S+1: 1
Relative energy (zero: lowest compared OMol25 entry of this formula, charge and spin), eV: 0.917
HOMO, eV: -8.51


Entry 5:
ORCA calculation (the ωB97M-V functional and the def2-TZVPD basis) on 2 unconnected molecules or ions with the total composition C4H13NO3 in a non-equilibrium geometry.

Each line ends with the Mulliken charge.
Positions of all 21 atoms, in Å:
H -1.49325 -1.34536 1.77690  0.318
H 1.87191 2.73709 0.36046  0.454
C -1.00578 0.85125 0.71734  -0.969
H 1.54073 0.83933 1.79373  0.341
H -1.94286 -2.36381 0.35890  0.326
C 0.79523 2.53183 0.29272  -1.626
C 0.39350 1.07582 0.13516  0.660
H 0.73283 -1.39480 0.62322  0.375
H -1.54558 1.77885 0.36986  0.317
H 2.03511 -0.80466 -2.80949  0.309
H 0.37802 3.15209 1.09970  0.344
H -1.64348 -0.25738 -0.92859  0.300
O 1.08244 -0.92899 -2.82337  -0.646
H -1.19321 0.85634 1.79444  0.378
O -0.03580 -1.92904 0.28362  -0.555
H 0.95858 -1.76935 -2.36382  0.326
H 0.45858 0.59953 -0.83912  0.377
O 1.30594 0.33405 0.97859  -0.640
H 0.65484 3.08120 -0.65801  0.390
C -1.31477 -1.56762 0.71498  -0.354
N -1.79010 -0.28204 0.12390  -0.425

Summary:
SMILES: C[C@@H](O)CNCO.O
2S+1: 1
Relative energy (zero: lowest compared OMol25 entry of this formula, charge and spin), eV: 2.183
HOMO, eV: -8.81


Entry 6:
ORCA calculation (the ωB97M-V functional and the def2-TZVPD basis) on 2 unconnected molecules or ions with the total composition C5H13NS in a non-equilibrium geometry.

Each line ends with the Mulliken charge.
Positions of all 20 atoms, in Å:
S 2.04274 0.09987 2.08175  -0.316
H 2.61973 -0.88780 0.30733  0.413
C 0.07924 -1.42998 0.95004  -0.629
H -1.48726 2.57676 -0.66458  0.238
C 0.36307 0.39960 -0.77595  -0.433
H -0.15367 -0.73978 2.94814  0.369
H 0.80123 0.58747 -1.76465  0.521
H -0.87539 2.16785 -2.23914  0.314
H -0.37354 0.49115 1.82605  0.306
N -1.08343 0.51637 -0.93942  -0.228
H 0.72277 1.05104 0.02679  0.286
C -1.53157 1.79790 -1.43435  -0.913
H -0.97060 -1.60996 0.71845  0.342
C 0.27243 -0.35133 2.02576  -0.605
H 0.67699 -1.77184 -1.09601  0.410
C 0.69341 -1.00556 -0.32336  -0.409
H 1.78193 -0.95222 0.22030  -0.560
H -2.56291 1.72574 -1.79150  0.346
H 0.44066 -2.37647 1.33528  0.320
H -1.45585 -0.28882 -1.41092  0.229

Summary:
2S+1: 1
Relative energy (zero: lowest compared OMol25 entry of this formula, charge and spin), eV: 4.650
HOMO, eV: -8.10